59
Properties=species:S:1:pos:R:3:forces:R:3 method="wB97M-V/def2-TZVPD" homo_energy_ev=0.52 lumo_ev=3.3 energy_ha=-5030.07115 homo_lumo_gap_ev=2.76 de_lowest_kcal_mol=20.1 total_charge=-2
Na -0.039 0.013 0.430 -0.1637 0.4794 -0.2402
C 3.547 1.307 -3.465 0.0125 -0.0095 0.0296
C 3.202 0.511 -2.205 -0.0719 -0.0154 -0.0301
C 2.238 -0.632 -2.538 0.0304 0.0158 -0.0501
C 2.627 1.395 -1.117 0.0388 -0.0003 0.0338
C 3.134 1.364 0.179 0.0695 -0.0038 -0.0094
C 2.577 2.146 1.185 -0.0206 0.1234 0.0113
C 1.504 2.993 0.926 0.1293 -0.1663 0.1946
C 0.797 3.736 2.025 0.0005 -0.0706 -0.0485
C 0.995 3.024 -0.366 -0.1054 -0.1788 -0.2597
C 1.541 2.231 -1.368 -0.0305 0.1158 -0.0388
H 4.021 0.659 -4.206 0.0025 0.0029 -0.0024
H 4.226 2.133 -3.238 -0.0099 0.0070 -0.0140
H 2.645 1.720 -3.919 0.0015 0.0080 0.0001
H 4.133 0.082 -1.816 -0.0042 -0.0138 0.0238
H 1.269 -0.248 -2.869 -0.0066 -0.0138 0.0346
H 2.055 -1.262 -1.667 -0.0430 0.0060 0.0154
H 2.641 -1.259 -3.339 0.0144 0.0073 0.0126
H 3.967 0.707 0.409 -0.0099 -0.0029 -0.0048
H 2.971 2.077 2.195 -0.0090 -0.0071 0.0014
H 1.379 3.737 2.950 0.0007 -0.0044 0.0010
H -0.165 3.247 2.207 -0.0115 0.0485 0.0158
H 0.588 4.769 1.740 -0.0009 0.0062 0.0051
H 0.089 3.578 -0.576 0.0491 0.0579 -0.0099
H 1.065 2.230 -2.341 -0.0117 -0.0084 0.0066
C -2.545 -3.801 -1.820 0.0024 -0.0454 0.0347
N -1.208 -3.333 -1.475 0.1174 -0.0146 -0.1049
C -0.195 -3.585 -2.485 -0.0107 0.0164 0.0060
C -0.924 -2.552 -0.436 -0.1430 -0.0636 -0.0456
O 0.227 -2.162 -0.168 0.0772 -0.1072 -0.0168
C -2.082 -2.150 0.472 0.0173 -0.0860 0.0287
O -1.604 -1.378 1.562 -0.0146 0.0703 -0.0473
C -0.905 -2.090 2.532 0.0519 -0.1759 0.0890
C -0.017 -1.093 3.256 -0.0513 0.0105 0.2214
O 0.683 -0.325 2.616 0.0357 -0.0060 0.1098
N 0.015 -1.105 4.625 0.1188 0.0219 0.0040
C -0.920 -1.814 5.479 -0.0297 0.0521 -0.0415
C 0.838 -0.115 5.294 -0.0270 -0.0151 -0.0405
H -2.713 -3.590 -2.877 -0.0253 0.0200 0.0020
H -3.328 -3.248 -1.304 0.0062 0.0460 -0.0091
H -2.624 -4.878 -1.617 0.0194 -0.0086 -0.0071
H -0.473 -3.038 -3.391 -0.0149 0.0154 0.0177
H -0.155 -4.657 -2.704 0.0017 -0.0104 0.0187
H 0.770 -3.244 -2.122 0.0070 -0.0223 -0.0021
H -2.620 -3.037 0.827 -0.0188 0.0314 0.0419
H -2.798 -1.522 -0.074 -0.0328 -0.0267 -0.0373
H -0.223 -2.827 2.089 -0.0349 -0.0028 -0.0006
H -1.599 -2.603 3.203 -0.0563 -0.0416 -0.0407
H -1.141 -2.809 5.108 0.0238 -0.0283 -0.0189
H -1.861 -1.269 5.597 -0.0057 0.0014 -0.0007
H -0.466 -1.924 6.465 0.0130 -0.0009 -0.0054
H 1.503 0.330 4.561 0.0394 -0.0024 0.0312
H 1.413 -0.592 6.091 0.0325 0.0125 -0.0072
H 0.229 0.681 5.735 -0.0561 -0.0138 -0.0140
S -4.849 -1.218 -1.472 -0.0656 -0.0501 0.0888
As -3.676 -0.017 -2.887 -0.1788 -0.0234 -0.2694
S -2.055 1.798 -0.113 -0.0003 -0.0953 -0.0935
S -1.674 0.589 -1.817 0.3450 0.1295 0.4015
S -2.616 -1.339 -4.314 0.0067 0.0297 0.0294